(1)
{
  "formula": "C8H10AlN2O",
  "method": "ωB97M-V/def2-TZVPD",
  "species": ["C", "C", "C", "C", "C", "Al", "N", "C", "C", "H", "H", "H", "H", "H", "H", "H", "H", "H", "H", "O", "C", "N"],
  "positions_angstrom": [[-0.35, 0.94, -1.75], [1.05, 1.30, -1.69], [1.26, 2.09, -0.46], [-0.02, 2.18, 0.22], [-0.98, 1.35, -0.53], [-0.63, -0.77, 0.26], [-2.61, -0.97, 0.00], [-0.10, -2.28, -0.31], [1.32, -1.88, -0.26], [2.19, 2.53, -0.15], [1.83, 1.11, -2.42], [-0.18, 2.74, 1.11], [-2.01, 1.42, -0.37], [-0.80, 0.44, -2.56], [1.89, -1.47, -1.16], [-0.43, -2.89, 0.59], [-2.91, -1.51, 0.85], [2.02, -1.92, 0.65], [-0.54, -2.47, -1.35], [0.08, 0.16, 4.26], [-0.01, 0.02, 3.10], [-0.08, -0.13, 1.96]],
  "mulliken_charge": [-0.89, -0.62, -0.38, -0.81, -0.35, 0.13, -0.59, -0.11, -0.92, 0.42, 0.49, 0.50, 0.64, 0.54, 0.25, 0.16, 0.20, 0.27, 0.26, -0.62, 0.61, -0.16],
  "e_tot_ev": -20081.0108,
  "relative_energy_kj_mol": 440.2,
  "charge": -1,
  "homo_lumo_gap_ev": [7.13, 6.89],
  "e_homo_ev": [-3.79, -3.55]
}



(2)
{
  "formula": "C5H4ClNNiO4S",
  "method": "ωB97M-V/def2-TZVPD",
  "species": ["Ni", "O", "Cl", "O", "O", "O", "S", "C", "C", "C", "C", "C", "N", "H", "H", "H", "H"],
  "positions_angstrom": [[-0.32, 0.02, 0.65], [-1.11, 1.57, 1.91], [0.26, 1.96, 1.58], [0.63, 3.18, 2.15], [0.32, 1.98, 0.12], [1.10, 0.85, 2.00], [0.43, -1.99, 0.03], [-1.30, -2.22, 0.16], [-1.94, -3.44, 0.36], [-3.31, -3.43, 0.53], [-4.01, -2.22, 0.51], [-3.30, -1.05, 0.31], [-1.98, -1.05, 0.13], [-1.37, -4.35, 0.38], [-3.85, -4.36, 0.70], [-5.08, -2.19, 0.66], [-3.80, -0.09, 0.26]],
  "mulliken_charge": [0.02, -0.59, 2.14, -0.59, -0.60, -0.55, -0.39, 1.03, -0.66, -0.03, -0.61, -0.18, -0.50, 0.38, 0.38, 0.36, 0.39],
  "e_tot_ev": -79322.8905,
  "relative_energy_kj_mol": 77.6,
  "charge": 0,
  "homo_lumo_gap_ev": [8.79, 7.54],
  "e_homo_ev": [-8.77, -8.70],
  "multiplicity": 3
}



(3)
{
  "formula": "C58H126N6O8",
  "method": "ωB97M-V/def2-TZVPD",
  "species": ["C", "C", "C", "C", "C", "C", "N", "O", "C", "C", "C", "H", "H", "H", "H", "H", "H", "H", "H", "H", "H", "H", "H", "H", "H", "H", "H", "H", "H", "H", "C", "C", "C", "C", "C", "C", "N", "O", "C", "C", "C", "H", "H", "H", "H", "H", "H", "H", "H", "H", "H", "H", "H", "H", "H", "H", "H", "H", "H", "H", "C", "C", "C", "C", "C", "C", "N", "O", "C", "C", "C", "H", "H", "H", "H", "H", "H", "H", "H", "H", "H", "H", "H", "H", "H", "H", "H", "H", "H", "H", "C", "C", "C", "C", "C", "C", "N", "O", "C", "C", "C", "H", "H", "H", "H", "H", "H", "H", "H", "H", "H", "H", "H", "H", "H", "H", "H", "H", "H", "H", "C", "C", "C", "C", "C", "C", "N", "O", "C", "C", "C", "H", "H", "H", "H", "H", "H", "H", "H", "H", "H", "H", "H", "H", "H", "H", "H", "H", "H", "H", "C", "C", "C", "C", "C", "C", "N", "O", "C", "C", "C", "H", "H", "H", "H", "H", "H", "H", "H", "H", "H", "H", "H", "H", "H", "H", "H", "H", "H", "H", "C", "C", "O", "H", "H", "H", "H", "H", "H", "C", "C", "O", "H", "H", "H", "H", "H", "H"],
  "positions_angstrom": [[2.88, 1.04, -3.16], [3.02, 0.43, -4.56], [1.71, -0.19, -5.02], [0.72, 0.80, -5.61], [1.35, 1.80, -6.58], [2.65, 2.43, -6.11], [3.51, 1.40, -5.55], [4.73, 1.97, -5.13], [3.34, 3.01, -7.34], [2.32, 3.56, -5.11], [4.06, -0.70, -4.53], [2.96, 0.27, -2.39], [1.97, 1.63, -3.04], [3.65, 1.80, -2.97], [1.92, -1.04, -5.67], [1.13, -0.60, -4.18], [0.21, 1.35, -4.82], [-0.09, 0.29, -6.15], [0.62, 2.59, -6.81], [1.49, 1.30, -7.55], [2.74, 3.83, -7.74], [4.35, 3.38, -7.17], [3.41, 2.25, -8.13], [1.38, 3.37, -4.59], [3.10, 3.62, -4.35], [2.31, 4.52, -5.62], [3.79, -1.48, -3.81], [5.08, -0.39, -4.29], [4.08, -1.18, -5.51], [5.39, 1.57, -5.72], [2.27, -3.09, -0.65], [2.01, -4.12, -1.74], [1.14, -3.42, -2.78], [1.02, -4.09, -4.15], [2.45, -4.35, -4.61], [3.30, -5.16, -3.63], [3.28, -4.46, -2.36], [4.16, -5.07, -1.44], [2.84, -6.62, -3.56], [4.73, -5.17, -4.15], [1.23, -5.33, -1.18], [2.60, -2.15, -1.10], [3.14, -3.38, -0.05], [1.44, -2.92, 0.03], [0.14, -3.26, -2.35], [1.42, -2.37, -2.90], [0.48, -3.46, -4.85], [0.47, -5.03, -4.00], [2.92, -3.38, -4.80], [2.46, -4.85, -5.58], [3.33, -7.12, -2.72], [1.76, -6.76, -3.44], [3.16, -7.17, -4.45], [5.16, -4.16, -4.11], [5.37, -5.83, -3.57], [4.77, -5.41, -5.22], [0.77, -5.14, -0.21], [1.92, -6.16, -0.98], [0.47, -5.72, -1.85], [4.88, -4.44, -1.34], [-6.08, 3.56, 5.44], [-5.54, 2.13, 5.47], [-6.67, 1.17, 5.22], [-6.19, -0.24, 4.91], [-5.19, -0.23, 3.75], [-4.02, 0.74, 3.94], [-4.59, 2.02, 4.36], [-3.54, 2.98, 4.46], [-3.03, 0.13, 4.94], [-3.39, 0.93, 2.58], [-4.89, 1.87, 6.85], [-5.32, 4.25, 5.80], [-6.94, 3.67, 6.10], [-6.35, 3.84, 4.42], [-7.30, 1.14, 6.11], [-7.29, 1.47, 4.37], [-7.00, -0.94, 4.70], [-5.71, -0.70, 5.78], [-5.74, -0.04, 2.82], [-4.80, -1.24, 3.59], [-2.66, -0.81, 4.53], [-2.17, 0.79, 5.08], [-3.48, -0.08, 5.90], [-3.10, 0.00, 2.10], [-4.13, 1.42, 1.96], [-2.48, 1.54, 2.62], [-5.12, 0.89, 7.27], [-5.25, 2.60, 7.58], [-3.82, 2.06, 6.80], [-3.89, 3.73, 3.99], [-3.52, -3.20, 0.15], [-2.98, -4.15, 1.22], [-1.94, -3.45, 2.06], [-1.60, -4.19, 3.35], [-2.83, -4.56, 4.15], [-3.97, -5.20, 3.35], [-4.11, -4.56, 2.06], [-5.17, -5.11, 1.32], [-3.77, -6.72, 3.24], [-5.26, -5.00, 4.17], [-2.38, -5.39, 0.52], [-3.97, -2.33, 0.64], [-4.33, -3.71, -0.37], [-2.77, -2.87, -0.56], [-1.04, -3.30, 1.45], [-2.30, -2.44, 2.30], [-0.94, -3.58, 3.96], [-1.04, -5.09, 3.08], [-3.22, -3.70, 4.70], [-2.53, -5.26, 4.93], [-3.68, -7.22, 4.20], [-4.67, -7.12, 2.75], [-2.95, -6.96, 2.57], [-5.39, -3.96, 4.47], [-6.14, -5.30, 3.62], [-5.19, -5.63, 5.06], [-3.22, -6.02, 0.23], [-1.70, -5.92, 1.19], [-1.86, -5.15, -0.41], [-5.89, -4.48, 1.42], [2.99, 1.21, 1.82], [4.42, 1.58, 1.45], [4.71, 2.97, 2.04], [6.19, 3.31, 2.13], [6.87, 2.27, 3.01], [6.72, 0.85, 2.43], [5.34, 0.62, 2.05], [5.16, -0.67, 1.51], [7.72, 0.70, 1.29], [7.09, -0.12, 3.55], [4.59, 1.64, -0.07], [2.73, 0.21, 1.50], [2.35, 1.92, 1.29], [2.83, 1.29, 2.90], [4.25, 3.70, 1.36], [4.21, 3.09, 3.01], [6.27, 4.29, 2.60], [6.63, 3.36, 1.14], [6.45, 2.35, 4.02], [7.93, 2.48, 3.10], [7.64, 1.46, 0.52], [8.74, 0.72, 1.69], [7.61, -0.27, 0.79], [7.25, -1.14, 3.18], [7.99, 0.20, 4.08], [6.28, -0.16, 4.28], [5.64, 1.82, -0.31], [4.02, 2.45, -0.53], [4.33, 0.70, -0.54], [4.91, -1.22, 2.26], [0.39, 6.14, 0.49], [-0.31, 4.93, -0.17], [-0.54, 3.85, 0.89], [-1.69, 4.26, 1.81], [-2.97, 4.43, 1.03], [-2.87, 5.41, -0.16], [-1.58, 5.16, -0.83], [-1.40, 6.07, -1.91], [-3.95, 5.08, -1.17], [-3.00, 6.84, 0.38], [0.67, 4.34, -1.16], [1.43, 5.89, 0.66], [-0.04, 6.39, 1.47], [0.33, 7.04, -0.12], [-0.84, 2.92, 0.40], [0.32, 3.61, 1.52], [-1.41, 5.18, 2.34], [-1.79, 3.56, 2.64], [-3.72, 4.82, 1.74], [-3.38, 3.48, 0.69], [-3.73, 5.54, -2.13], [-4.00, 4.00, -1.34], [-4.93, 5.43, -0.85], [-4.00, 7.02, 0.77], [-2.32, 7.02, 1.22], [-2.78, 7.59, -0.38], [1.64, 4.06, -0.75], [1.04, 5.10, -1.87], [0.21, 3.52, -1.71], [-1.21, 6.93, -1.51], [-3.80, -0.87, -2.73], [-3.23, 0.31, -3.48], [-1.95, 0.70, -2.95], [-4.09, -0.66, -1.70], [-3.13, -1.74, -2.75], [-4.75, -1.14, -3.20], [-3.91, 1.17, -3.49], [-3.09, 0.01, -4.52], [-1.75, 1.61, -3.19], [0.53, 0.60, -0.68], [-0.57, 0.10, 0.25], [-1.85, 0.67, -0.05], [0.55, 1.69, -0.77], [0.42, 0.15, -1.66], [1.51, 0.37, -0.26], [-0.41, 0.19, 1.32], [-0.68, -0.97, 0.02], [-2.04, 0.52, -0.98]],
  "mulliken_charge": [-0.91, 2.22, -0.19, -0.20, -1.75, 1.92, 0.18, -0.48, -1.91, -1.55, -1.94, -0.27, -0.15, 0.60, 0.73, -0.79, -0.47, 0.72, 0.40, 0.42, 0.43, 0.39, 0.42, 0.26, 0.18, 0.41, -0.09, 0.47, 0.60, 0.38, -1.54, 2.45, -0.40, -0.74, -1.00, 1.79, 0.87, -0.59, -1.91, -2.14, -1.76, 0.24, 0.53, -0.27, 0.31, -0.76, 0.56, 0.40, -0.11, 0.55, 0.39, 0.27, 0.43, 0.30, 0.46, 0.45, 0.20, 0.35, 0.32, 0.32, -2.23, 1.98, -1.40, -0.85, -0.40, 2.26, 0.41, -0.49, -1.73, -1.42, -1.82, 0.46, 0.51, 0.40, 0.47, 0.39, 0.49, 0.26, 0.58, -0.44, 0.04, 0.38, 0.45, -0.44, 0.55, -0.09, 0.32, 0.50, 0.28, 0.31, -1.82, 1.84, 1.26, -0.87, -1.17, 1.25, 1.07, -0.60, -1.80, -1.76, -2.05, 0.28, 0.56, 0.16, -0.44, -1.07, 0.45, 0.40, 0.37, 0.40, 0.46, 0.36, 0.32, 0.23, 0.44, 0.39, 0.40, 0.36, 0.27, 0.32, -1.58, 2.20, -1.20, -0.79, -1.33, 1.61, 0.44, -0.43, -1.76, -2.05, -1.42, 0.20, -0.06, 0.64, 0.17, 0.45, 0.42, 0.31, 0.38, 0.52, 0.34, 0.47, 0.30, 0.41, 0.41, 0.45, 0.37, 0.05, 0.24, 0.32, -1.75, 2.22, -0.31, -1.03, -1.00, 2.09, 0.34, -0.49, -2.00, -1.80, -1.80, 0.44, 0.33, 0.34, -0.65, 0.51, 0.54, 0.30, 0.61, -0.21, 0.45, 0.26, 0.40, 0.45, 0.31, 0.40, -0.05, 0.63, 0.08, 0.37, -0.92, -0.35, -0.26, 0.12, 0.17, 0.46, 0.41, 0.26, 0.12, 1.37, -0.75, 0.24, -0.63, 0.26, -0.71, 0.51, 0.09, -0.23],
  "e_tot_ev": -87504.0725,
  "smiles": "CC1(C)CCCC(C)(C)N1O.CC1(C)CCCC(C)(C)N1O.CC1(C)CCCC(C)(C)N1O.CC1(C)CCCC(C)(C)N1O.CC1(C)CCCC(C)(C)N1O.CC1(C)CCCC(C)(C)N1O.CCO.CCO",
  "relative_energy_kj_mol": 0.0,
  "charge": 0,
  "homo_lumo_gap_ev": 8.65,
  "e_homo_ev": -8.13
}



(4)
{
  "formula": "C5H11O2",
  "method": "ωB97M-V/def2-TZVPD",
  "species": ["C", "C", "C", "C", "H", "H", "H", "H", "H", "H", "H", "H", "H", "H", "O", "C", "O", "H"],
  "positions_angstrom": [[0.98, 1.51, 1.05], [0.43, -1.98, -0.57], [0.44, -0.90, 0.50], [1.00, 0.42, -0.01], [-0.06, 1.68, 1.36], [1.39, 2.46, 0.70], [1.56, 1.22, 1.94], [0.04, -2.93, -0.17], [1.43, -2.19, -0.96], [-0.22, -1.66, -1.38], [1.04, -1.23, 1.36], [-0.58, -0.70, 0.83], [2.02, 0.28, -0.37], [0.37, 0.73, -0.85], [-1.93, -0.14, -1.47], [-2.45, 0.81, -0.86], [-2.01, 1.42, 0.14], [-3.44, 1.17, -1.24]],
  "mulliken_charge": [-1.23, -1.20, -0.41, -0.37, 0.26, 0.32, 0.34, 0.31, 0.33, 0.26, 0.48, 0.23, 0.47, 0.20, -0.61, -0.17, -0.61, 0.39],
  "e_tot_ev": -9459.9978,
  "relative_energy_kj_mol": 3.0,
  "charge": -1,
  "homo_lumo_gap_ev": 8.55,
  "e_homo_ev": -4.20
}



no.,largest force on an atom (eV/A)
1,9.1
2,2.7
3,1.9
4,0.3